C8H11N5S | ωB97M-V/def2-TZVPD

Values from the calculation:
**Kohn-Sham gap**: 8.3706 eV
**Max |F|**: 0.45 eV/A
**HOMO level**: -8.89 eV
**Relative energy (zero: lowest compared OMol25 entry of this formula, charge and spin)**: 0.0 kcal per mole
**Total energy**: -983.43735 Ha
**2S+1**: 1
**Total charge**: 0

The geometry in XYZ format:
```
25
Properties=species:S:1:pos:R:3:forces:R:3:lowdin_charge:R:1
N 1.676 -1.465 0.012 0.3 -0.1 0.0 0.0896
C 1.904 -0.045 -0.212 0.1 0.1 0.0 -0.6879
N 2.087 0.667 1.054 0.2 -0.1 0.0 0.0859
N 3.109 0.060 -1.028 -0.1 -0.1 0.1 0.0749
C 0.763 0.632 -0.994 0.0 0.1 0.0 -0.0974
C -0.573 0.515 -0.331 0.1 0.0 0.1 -0.1801
C -1.007 1.387 0.620 -0.1 0.1 0.1 -0.0315
C -2.273 1.256 1.273 0.2 0.2 0.1 -0.0668
C -3.128 0.248 0.986 -0.2 -0.1 0.0 -0.0281
C -2.728 -0.685 -0.001 0.2 -0.1 0.0 -0.3588
N -3.417 -1.752 -0.420 -0.4 0.2 -0.2 -0.2381
S -2.550 -2.436 -1.574 0.2 -0.3 0.3 1.0067
N -1.234 -1.528 -1.542 0.0 0.2 -0.4 -0.2386
C -1.457 -0.553 -0.651 -0.2 -0.3 0.1 -0.3184
H 1.034 -1.615 0.777 -0.1 0.0 0.0 0.0717
H 1.296 -1.911 -0.815 -0.1 0.0 0.0 0.0681
H 1.418 0.364 1.752 -0.1 0.1 0.0 0.0680
H 3.007 0.435 1.411 0.0 -0.1 0.1 0.0737
H 3.586 0.934 -0.849 -0.1 0.1 -0.1 0.0735
H 3.720 -0.707 -0.774 0.1 0.0 0.0 0.0692
H 0.737 0.172 -1.980 0.0 0.0 -0.1 0.1128
H 1.024 1.684 -1.097 0.0 0.0 -0.1 0.1201
H -0.364 2.217 0.885 0.0 0.0 0.0 0.1139
H -2.547 1.988 2.020 0.0 0.1 0.0 0.1042
H -4.083 0.139 1.479 0.0 0.0 0.0 0.1132
```
Positions in Å, forces in eV/Å.

***

C4H11ClN | ωB97M-V/def2-TZVPD

Values from the calculation:
**Kohn-Sham gap**: 12.1660 eV
**Max |F|**: 4.84 eV/A
**HOMO level**: -15.58 eV
**Relative energy (zero: lowest compared OMol25 entry of this formula, charge and spin)**: 13.5 kcal per mole
**Total energy**: -673.64811 Ha
**2S+1**: 1
**Total charge**: +1

The geometry in XYZ format:
```
17
Properties=species:S:1:pos:R:3:forces:R:3:lowdin_charge:R:1
C -0.417 1.000 1.378 1.4 0.1 0.1 -0.0807
C -0.955 1.144 -1.069 2.2 1.6 4.0 -0.0848
C 1.047 -0.444 -0.256 -2.6 1.8 2.0 -0.0595
C -0.537 0.226 0.105 2.2 -1.3 -2.7 -0.7305
N 0.902 -1.983 -0.228 1.0 2.6 -1.2 0.1125
Cl -1.679 -1.207 0.088 -0.6 0.7 0.6 0.7777
H 0.504 0.654 1.890 -0.9 0.3 0.3 0.0858
H -1.257 0.962 2.045 -0.4 0.1 0.2 0.0904
H -0.195 2.018 1.012 -0.3 -0.2 0.8 0.0997
H -0.281 2.054 -0.905 -1.3 -0.8 -0.5 0.1234
H -1.968 1.336 -0.899 -1.5 1.0 0.0 0.0703
H -0.796 0.855 -2.022 0.5 -1.7 -3.0 0.0443
H 1.653 0.054 0.576 -0.4 -1.7 -1.1 0.1289
H 1.365 0.040 -1.174 0.0 -0.9 -0.4 0.1123
H -0.188 -2.091 -0.021 1.3 -0.6 -0.9 -0.0060
H 1.423 -2.266 0.565 0.7 -0.9 1.0 0.1310
H 1.379 -2.351 -1.086 -1.2 -0.1 0.9 0.1853
```
Positions in Å, forces in eV/Å.